{
  "formula": "C23H28FN3O4S",
  "method": "the ωB97M-V functional and the def2-TZVPD basis",
  "smiles": "CCOc1cc(NC(=S)NC[C@H]2CCCO2)c(OCC)cc1NC(=O)c1ccccc1F",
  "e_tot_ha": -1856.54576,
  "charge": 0,
  "lumo_ev": 0.58,
  "e_above_lowest_kj_mol": 99.43,
  "symbols": ["C", "C", "O", "C", "C", "C", "N", "C", "S", "N", "C", "C", "C", "C", "C", "O", "C", "O", "C", "C", "C", "C", "N", "C", "O", "C", "C", "C", "C", "C", "C", "F", "H", "H", "H", "H", "H", "H", "H", "H", "H", "H", "H", "H", "H", "H", "H", "H", "H", "H", "H", "H", "H", "H", "H", "H", "H", "H", "H", "H"],
  "coordinates": [[-1.0319, -2.8829, -2.9167], [-1.2983, -3.2034, -1.4521], [-0.1875, -2.9693, -0.5891], [0.0825, -1.6407, -0.3099], [0.7940, -0.8390, -1.1872], [1.0663, 0.4838, -0.8737], [1.7709, 1.3579, -1.6996], [2.0006, 1.2938, -3.0266], [1.3604, 0.1945, -4.0907], [2.8134, 2.2460, -3.5561], [3.5663, 3.2565, -2.8571], [2.7541, 4.5337, -2.5508], [2.0580, 5.1281, -3.7858], [0.6985, 5.5594, -3.2385], [0.4646, 4.4960, -2.1703], [1.7375, 4.2626, -1.5926], [0.6610, 0.9951, 0.3773], [1.0259, 2.2853, 0.6279], [0.6821, 2.8707, 1.8690], [1.3226, 4.2493, 1.9087], [-0.0388, 0.1921, 1.2590], [-0.3401, -1.1237, 0.9213], [-1.0350, -1.9943, 1.7595], [-1.5358, -1.7675, 2.9974], [-1.4495, -0.7143, 3.6013], [-2.2045, -2.9537, 3.6252], [-2.1568, -3.0513, 5.0148], [-2.7608, -4.0986, 5.6827], [-3.4474, -5.0698, 4.9716], [-3.5320, -4.9854, 3.5934], [-2.9122, -3.9361, 2.9405], [-3.0363, -3.8795, 1.5926], [-1.8737, -3.2223, -3.5146], [-0.9064, -1.8148, -3.0710], [-0.1330, -3.3921, -3.2546], [-1.5029, -4.2713, -1.3339], [-2.1699, -2.6376, -1.0954], [1.1416, -1.2541, -2.1167], [1.9533, 2.2535, -1.2472], [2.9352, 2.1599, -4.5533], [4.4235, 3.5316, -3.4754], [3.9390, 2.8512, -1.9109], [3.4407, 5.2600, -2.0934], [2.6251, 5.9501, -4.2161], [1.9222, 4.3557, -4.5431], [-0.0818, 5.5695, -3.9949], [0.7667, 6.5456, -2.7778], [-0.2093, 4.8097, -1.3722], [0.0766, 3.5721, -2.6213], [1.0533, 2.2524, 2.6965], [-0.4100, 2.9495, 1.9541], [1.0363, 4.8115, 1.0247], [1.0025, 4.7818, 2.7994], [2.4054, 4.1579, 1.9165], [-0.3679, 0.5605, 2.2146], [-1.1121, -2.9187, 1.3498], [-1.6314, -2.2767, 5.5526], [-2.7017, -4.1564, 6.7585], [-3.9245, -5.8890, 5.4872], [-4.0736, -5.7172, 3.0147]],
  "forces_ev_per_a": [[0.066, 0.029, 0.414], [-0.361, -0.166, -0.347], [0.348, 0.278, 0.210], [-0.128, 0.254, 0.279], [-0.040, -0.158, 0.204], [-0.334, -0.265, 0.387], [0.481, 0.734, 0.016], [0.044, 0.079, -0.215], [-0.314, -0.486, -0.499], [0.106, 0.171, 0.148], [-0.299, 0.445, 0.381], [0.592, 0.030, -0.343], [-0.005, -0.015, 0.204], [0.078, -0.150, 0.166], [-0.445, 0.080, -0.172], [0.234, -0.131, 0.103], [0.035, -0.320, -0.360], [0.045, -0.211, -0.272], [-0.030, 0.300, 0.338], [-0.144, -0.403, -0.106], [0.027, 0.216, 0.122], [0.215, 0.102, -0.378], [0.009, -0.407, -0.249], [-0.033, -0.119, -0.121], [0.044, 0.085, 0.060], [-0.194, -0.134, 0.006], [-0.010, -0.026, -0.107], [0.030, 0.020, 0.085], [0.015, 0.054, -0.082], [0.018, 0.024, -0.137], [0.022, 0.002, 0.238], [0.048, -0.018, 0.091], [-0.105, -0.036, -0.078], [0.020, 0.090, -0.080], [0.087, -0.055, -0.072], [-0.063, 0.129, 0.001], [0.082, -0.074, 0.038], [0.006, -0.011, 0.002], [0.026, -0.054, -0.138], [-0.097, -0.114, 0.159], [0.005, -0.044, 0.074], [0.092, 0.019, -0.083], [-0.057, -0.074, -0.082], [0.046, 0.003, -0.045], [0.000, 0.017, -0.039], [-0.054, 0.039, -0.026], [-0.046, 0.024, 0.000], [-0.011, -0.034, -0.046], [0.003, 0.043, 0.054], [-0.093, 0.007, -0.107], [0.110, -0.092, -0.003], [-0.028, 0.114, -0.062], [-0.018, 0.068, 0.101], [0.111, 0.031, 0.011], [0.016, 0.044, 0.027], [-0.099, 0.125, 0.254], [0.029, 0.073, 0.023], [0.014, 0.000, 0.090], [-0.047, -0.073, 0.035], [-0.048, -0.052, -0.076]],
  "lowdin_charge": [-0.0694, -0.2399, -0.0799, -0.2130, 0.0267, -0.1529, 0.0981, -0.8349, 0.6484, -0.0227, -0.1240, -0.3050, -0.1226, -0.1418, -0.1863, -0.1382, -0.1862, -0.0622, -0.2398, -0.0557, 0.0679, -0.1329, 0.1655, -0.4014, 0.0759, -0.0612, -0.0109, -0.0754, -0.0733, -0.0073, -0.2112, 0.0626, 0.0771, 0.0496, 0.0841, 0.1209, 0.1254, 0.0476, 0.1152, 0.1032, 0.1312, 0.1299, 0.1489, 0.1157, 0.1106, 0.1148, 0.1158, 0.1231, 0.1265, 0.1292, 0.1325, 0.0632, 0.0770, 0.0801, 0.0949, 0.1362, 0.1206, 0.1042, 0.1064, 0.1186]
}